# C12H9CrF6N3O6S4

C12H9CrF6N3O6S4 as an isolated structure (wB97M-V/def2-TZVPD, the Open Molecules 2025 dataset).

```
41
Properties=species:S:1:pos:R:3:lowdin_charge:R:1
Cr 11.43320 6.22667 7.94740 0.919
O 13.68284 4.16149 12.14402 0.057
C 14.78937 4.43231 11.41482 -0.271
C 16.02675 3.96165 11.79898 -0.005
C 17.17206 4.30754 11.03027 -0.074
C 17.05451 4.99674 9.85890 -0.102
C 15.83214 5.55097 9.49826 0.000
C 14.69443 5.28150 10.30011 -0.064
C 13.41314 5.76335 9.73723 -0.418
O 13.29012 5.91995 8.42947 -0.161
N 12.44740 5.90734 10.58638 0.034
N 11.20148 6.07872 9.96500 -0.177
C 10.25530 5.90316 10.78060 -0.855
S 10.53211 5.54687 12.46702 1.016
C 8.86068 5.40090 12.99355 -0.538
C 8.02511 5.13539 11.77728 -0.512
S 8.58144 5.90447 10.21872 0.984
H 13.94814 3.46511 12.71890 0.089
H 16.09049 3.35280 12.67524 0.105
H 18.12337 4.00112 11.37281 0.091
H 17.93746 5.15225 9.22898 0.109
H 15.81228 6.23451 8.64544 0.124
H 8.51148 6.31519 13.53289 0.097
H 8.71033 4.65056 13.70597 0.061
H 6.98815 5.40338 11.77687 0.064
H 8.09347 4.05110 11.58048 0.085
F 8.97625 4.57046 6.34024 0.094
C 8.04901 5.57559 6.11490 -0.638
F 6.95883 5.30406 6.80752 0.150
F 7.71866 5.56616 4.84596 0.171
S 8.67152 7.24165 6.67201 0.588
O 9.49598 6.97504 7.81615 -0.426
O 7.48408 7.93062 6.90322 -0.193
N 9.48212 7.74899 5.44416 -0.271
S 10.98312 7.45294 5.11726 0.672
O 11.82434 8.62371 5.06812 -0.234
O 11.56768 6.31795 5.85738 -0.365
C 10.83683 6.87927 3.35450 -0.681
F 10.41523 5.66547 3.15883 0.190
F 9.94207 7.74307 2.81765 0.117
F 11.98815 7.01249 2.72196 0.167
```

Values from the calculation:
- Gap between HOMO and LUMO (spin up / spin down): 8.551 / 8.427 eV
- Charge: 0
- LUMO energy (spin up / spin down): 0.17 / -0.04 eV
- ΔE to the lowest compared entry with this formula, charge and spin: 0.130 eV
- Spin multiplicity: 5